1.
Formula: C11H12N2O
Source: OMol25
Level of theory: ωB97M-V with the def2-TZVPD basis set

Positions of all 26 atoms, in Å:
C  -1.67639  -1.27865  0.05588
C  0.37441  -0.70796  -1.41894
C  1.14902  -1.16731  -2.55815
C  2.47195  -0.81530  -2.49926
C  2.85177  0.23819  -1.53054
C  1.99408  0.48023  -0.48381
C  0.77189  -0.05898  -0.23740
C  -0.05150  1.54751  1.28686
C  -1.65216  1.51270  1.57781
C  -1.79286  -0.02777  2.15686
C  -0.88214  -0.81601  1.23903
H  -1.45593  -1.44368  -2.05151
H  0.67502  -1.83715  -3.24928
H  3.36885  -0.90531  -3.30259
H  3.72312  0.84569  -1.69682
H  2.19800  1.13905  0.28852
H  0.19987  1.98220  0.26663
H  0.35041  2.25711  2.18811
H  -2.12026  1.60679  0.53459
H  -2.04328  2.05874  2.43282
H  -1.51067  -0.19566  3.26365
H  -2.83397  -0.31602  2.01608
H  -0.45681  -1.70274  1.82291
N  -1.06918  -0.96440  -1.31430
N  0.28092  0.08984  1.03917
O  -2.86414  -1.52112  0.17366

Orbital gap ... 0.324 hartree
Maximum force ... 4.99 eV Å⁻¹
HOMO level ... -7.956 eV
SMILES ... O=C1Nc2ccccc2N2CCC[C@@H]12


2.
Formula: C11H12N2O2
Source: OMol25
Level of theory: ωB97M-V with the def2-TZVPD basis set

Positions of all 27 atoms, in Å:
C  -1.92822  -0.32435  -1.29685
C  -3.32587  -1.11839  -1.42781
C  -0.71713  -1.30602  -1.02839
C  0.52854  -0.45037  -0.72182
C  1.48460  0.10419  -1.62800
C  0.79839  0.08534  0.67157
C  1.97371  0.89574  0.39272
C  0.36253  0.00545  1.96325
C  2.81246  1.34575  1.32505
C  0.99063  0.82558  2.95188
C  2.16115  1.33703  2.59553
H  -1.12088  1.07699  0.16261
H  -2.92583  1.06430  -0.11109
H  -1.72935  0.11999  -2.24864
H  -0.54345  -2.38887  -1.58602
H  -0.86630  -1.61439  0.20895
H  1.63753  -0.27067  -2.63247
H  3.29956  1.18787  -1.30635
H  -0.49558  -0.64941  2.19127
H  4.05268  1.58247  0.97435
H  0.55827  0.79204  3.91179
H  2.88497  1.44736  3.52678
H  -2.59764  -2.20483  -2.71376
N  -2.04351  0.44089  -0.07933
N  2.38286  0.93160  -0.99714
O  -4.26997  -0.79651  -0.72579
O  -3.36418  -2.11878  -2.37230

Orbital gap ... 0.312 hartree
Maximum force ... 10.20 eV Å⁻¹
HOMO level ... -7.912 eV
SMILES ... N[C@@H](Cc1c[nH]c2ccccc12)C(=O)O


3.
Formula: C11H12N5O3Os
Source: OMol25
Level of theory: ωB97M-V with the def2-TZVPD basis set

Positions of all 32 atoms, in Å:
Os  -0.44196  0.27887  0.10030
C  -1.21201  1.42717  2.96957
C  -0.44111  0.70637  3.87800
C  -0.28988  -0.67324  3.73849
C  -0.92924  -1.33719  2.69418
C  -1.75406  -0.63226  1.78445
C  -1.84984  0.79016  1.87135
H  -1.40182  2.47621  3.16066
H  0.01841  1.20705  4.72282
H  0.28626  -1.23127  4.46468
H  -0.86056  -2.41770  2.62801
H  -2.53039  -1.18882  1.25912
H  -2.69503  1.31150  1.40907
C  3.47688  0.39809  -2.84660
O  2.96849  1.42513  -1.98530
C  1.93154  1.32226  -1.24246
O  1.12014  0.34891  -1.22264
N  1.69835  2.36127  -0.41014
N  0.55165  2.31965  0.42722
H  4.45826  0.75910  -3.15920
H  2.84928  0.27285  -3.73395
H  3.56767  -0.55704  -2.32515
H  2.31671  3.17079  -0.39174
H  -0.10192  3.07234  0.14560
H  0.84371  2.53993  1.39093
O  -1.04581  -1.36265  -0.78281
N  -1.43770  -1.46081  -1.97357
C  -1.65924  -2.43882  -2.75999
C  -1.40232  -3.82218  -2.47025
N  -1.17928  -4.90568  -2.20093
C  -2.20022  -2.18765  -4.05894
N  -2.65498  -1.97235  -5.08077

Orbital gap (spin up / spin down) ... 0.307 / 0.231 hartree
2S+1 ... 5
Maximum force ... 2.29 eV Å⁻¹
<S²> ... 6.052
HOMO level (spin up / spin down) ... -20.720 / -20.627 eV
Total charge ... +3


4.
Formula: C11H12NO2
Source: OMol25
Level of theory: ωB97M-V with the def2-TZVPD basis set

Positions of all 26 atoms, in Å:
C  1.82155  0.27498  3.09390
C  1.30712  0.23680  0.50010
C  -0.65009  -0.80774  0.47524
C  1.06912  -0.09281  1.84973
C  -0.15325  -0.79631  1.82321
C  -1.90737  -1.34686  0.16948
C  -2.63204  -2.06476  1.11457
C  -0.96160  -1.45692  2.77716
C  -2.12601  -2.09962  2.42440
N  0.27438  -0.12445  -0.27495
H  0.23103  0.11826  -1.26486
H  2.26455  0.69423  0.28208
H  -2.16532  -1.52690  -0.88894
H  2.89744  0.13901  2.97958
H  1.63147  -0.55400  3.81871
H  -3.52922  -2.45693  0.70854
H  -0.53632  -1.52710  3.78618
H  -2.64674  -2.55138  3.26076
H  1.54393  1.23521  3.49844
C  0.78098  2.91176  -2.44603
C  0.77478  1.58194  -3.29217
O  1.48528  0.62546  -2.90880
O  0.03584  1.68214  -4.29469
H  -0.12008  3.01917  -1.83636
H  0.68912  3.66841  -3.21016
H  1.66277  3.16444  -1.87876

Orbital gap ... 0.282 hartree
Maximum force ... 3.56 eV Å⁻¹
HOMO level ... -4.515 eV
Total charge ... -1


5.
Formula: C11H12NO2
Source: OMol25
Level of theory: ωB97M-V with the def2-TZVPD basis set

Positions of all 26 atoms, in Å:
C  1.23861  -2.21541  -4.55272
C  1.85337  -1.29636  -3.40960
O  1.09160  -1.00385  -2.46893
O  3.02893  -0.94270  -3.61187
H  0.96572  -1.62122  -5.43160
H  0.26019  -2.55362  -4.20989
H  1.95953  -2.99664  -4.76640
C  2.18675  0.50419  1.81200
C  0.57402  0.49977  -0.06295
C  0.77786  0.56289  1.29013
C  -1.46537  0.66085  0.82226
C  -0.51866  0.64135  1.89245
C  -2.83429  0.82942  1.15499
C  -0.94241  0.66201  3.22110
C  -3.22026  0.66173  2.46033
C  -2.29047  0.68653  3.52202
N  -0.78540  0.54701  -0.33904
H  1.21891  0.44604  -0.92685
H  -1.16345  0.25756  -1.21652
H  2.35545  1.11438  2.70922
H  2.84655  0.91602  1.05288
H  -3.55537  1.16801  0.41956
H  -0.14387  0.56754  3.94802
H  -4.26805  0.69028  2.74383
H  -2.54363  0.55483  4.56699
H  2.44785  -0.51658  2.09629

Orbital gap ... 0.278 hartree
Maximum force ... 1.98 eV Å⁻¹
HOMO level ... -4.344 eV
Total charge ... -1


6.
Formula: C11H12NO2
Source: OMol25
Level of theory: ωB97M-V with the def2-TZVPD basis set

Positions of all 26 atoms, in Å:
C  2.18928  -2.23885  -1.56679
C  -0.06489  -0.29566  0.68832
C  1.06952  -1.13876  0.59949
C  1.28234  -1.36887  -0.76225
C  0.18009  -0.69632  -1.42024
C  -0.40236  0.33760  1.86010
C  0.37494  0.13928  2.99428
C  1.42722  -0.79529  2.94451
C  1.80424  -1.41216  1.77754
N  -0.55526  -0.00590  -0.60372
H  -1.24840  1.00525  1.94576
H  0.17189  0.57235  3.96270
H  -1.85493  0.21181  -0.75092
H  2.00054  -1.01202  3.83829
H  -0.08245  -0.70705  -2.46906
H  2.62121  -2.12113  1.81783
H  2.35208  -1.79253  -2.54517
H  1.63660  -3.15810  -1.78228
H  3.09473  -2.44769  -1.01916
C  -1.79300  2.75484  -1.64863
C  -2.88113  1.96322  -0.92397
O  -3.75942  2.63101  -0.40060
O  -2.89185  0.65735  -0.96963
H  -1.57872  3.67774  -1.11453
H  -2.17561  3.10345  -2.61313
H  -0.91666  2.13643  -1.83878

Orbital gap (spin up / spin down) ... 0.330 / 0.219 hartree
2S+1 ... 2
Maximum force ... 2.29 eV Å⁻¹
<S²> ... 0.777
HOMO level (spin up / spin down) ... -8.729 / -8.738 eV


Computed values of energy above the lowest of the compared OMol25 structures with the same formula, charge and spin (unit: kcal/mol) for the preceding records, in sequence: 92.4; 122.4; 31.2; 22.6; 21.0; 3.6.